Molecular formula: C12H18N4O6
Method: DFT, ωB97M-V/def2-TZVPD

As for the SMILES: CCOC(=O)NC(=O)c1cn(CCNCCO)c(=O)[nH]c1=O. The energy above the lowest of the compared OMol25 structures with the same formula, charge and spin comes out at 306.8 kcal per mole. For the total energy, the calculation gives -30970.4805 eV.

Cartesian coordinates (Å):
C 6.364 1.324 1.263
C 6.359 0.117 0.242
O 4.922 -0.623 0.119
C 3.912 0.076 -0.435
O 4.070 0.984 -1.021
N 2.750 -0.493 -0.434
C 1.522 -0.197 -1.018
O 1.435 0.635 -1.711
C 0.410 -0.947 -0.517
C -0.854 -0.831 -1.206
N -1.815 -1.863 -0.981
C -3.158 -1.241 -1.276
C -3.856 -0.103 -0.345
N -2.830 1.040 -0.378
C -3.013 2.006 0.432
C -4.212 2.704 0.610
O -5.464 1.741 0.764
C -1.776 -2.649 0.073
O -2.774 -3.422 0.179
N -0.629 -2.995 0.709
C 0.652 -2.409 0.448
O 1.585 -2.637 1.075
H 7.333 1.712 1.448
H 6.015 1.083 2.206
H 5.538 2.246 0.933
H 7.028 -0.591 0.534
H 6.498 0.393 -0.808
H 2.812 -1.305 0.158
H -0.814 0.096 -1.760
H -3.821 -2.173 -1.488
H -3.027 -0.985 -2.408
H -3.821 -0.564 0.529
H -4.758 -0.070 -0.902
H -2.903 1.495 -1.133
H -2.142 2.624 0.638
H -3.030 1.223 1.472
H -4.460 3.126 -0.247
H -4.207 3.428 1.459
H -5.444 1.680 1.607
H -0.400 -3.634 1.169



Molecular formula: C12H18NO2
Method: DFT, ωB97M-V/def2-TZVPD

The net charge is +1. The energy above the lowest of the compared OMol25 structures with the same formula, charge and spin comes out at 205.4 kcal per mole. For the total energy, the calculation gives -18306.1158 eV.

Cartesian coordinates (Å):
C -4.731 0.298 -0.331
C -4.212 0.875 0.855
C -3.837 -0.071 -1.341
C -2.862 1.066 1.095
C -2.498 -0.087 -1.029
C -2.009 0.497 0.149
C -0.589 0.951 0.191
C 2.134 0.460 -1.645
C 2.137 1.941 0.394
C 2.482 -0.649 0.531
C -0.548 -2.870 0.771
C 1.783 0.530 -0.161
N 0.404 0.327 -0.204
O -0.836 -2.098 -0.344
O 0.071 -1.525 -1.057
H -5.743 0.311 -0.458
H -4.824 1.345 1.574
H -4.086 -0.338 -2.324
H -2.677 1.666 1.960
H -1.718 -0.231 -1.832
H -0.318 1.914 0.611
H 1.924 1.510 -2.198
H 3.185 0.171 -1.956
H 1.521 -0.173 -2.188
H 1.886 1.990 1.402
H 1.754 2.799 -0.115
H 3.119 2.182 0.447
H 2.556 -1.367 -0.233
H 3.501 -0.419 0.952
H 1.957 -1.179 1.205
H -0.172 -2.322 1.590
H 0.453 -3.554 0.543
H -1.280 -3.586 1.099



Molecular formula: C12H18NO3
Method: DFT, ωB97M-V/def2-TZVPD

The net charge is +1. The energy above the lowest of the compared OMol25 structures with the same formula, charge and spin comes out at 13.2 kcal per mole. For the total energy, the calculation gives -20360.9094 eV.

Cartesian coordinates (Å):
C -1.771 2.157 1.722
O -1.841 1.966 0.295
C -0.735 2.167 -0.370
C -0.726 2.042 -1.784
C 0.492 2.255 -2.476
C 0.536 2.123 -3.856
C -0.628 1.780 -4.565
C -1.841 1.573 -3.885
C -1.904 1.703 -2.509
H -2.772 1.948 2.097
H -1.036 1.465 2.158
H -1.473 3.189 1.955
H 0.142 2.460 0.221
H 1.359 2.519 -1.870
H 1.477 2.286 -4.392
H -0.588 1.677 -5.650
H -2.743 1.308 -4.441
H -2.827 1.559 -1.951
C 2.851 -2.103 3.811
C 2.126 -2.932 2.790
O 1.424 -2.056 1.885
C 0.710 -2.781 1.007
C -0.069 -1.926 0.024
N -1.033 -1.141 0.760
O 0.655 -3.993 1.008
H 3.384 -2.791 4.467
H 3.587 -1.438 3.354
H 2.158 -1.526 4.427
H 2.833 -3.554 2.222
H 1.403 -3.598 3.280
H 0.650 -1.292 -0.504
H -0.536 -2.659 -0.643
H -1.629 -0.615 0.127
H -1.633 -1.773 1.286



Molecular formula: C12H18NO6P
Method: DFT, ωB97M-V/def2-TZVPD

As for the SMILES: COC[C@H](C)OC(=O)P(C)O.O=[N+]([O-])c1ccccc1. The energy above the lowest of the compared OMol25 structures with the same formula, charge and spin comes out at 63.6 kcal per mole. For the total energy, the calculation gives -35796.4691 eV.

Cartesian coordinates (Å):
C 0.183 -5.122 1.909
O 0.890 -4.022 2.440
C 1.569 -3.250 1.473
C 0.686 -2.183 0.836
C 1.426 -1.456 -0.286
O 0.306 -1.301 1.897
C -0.595 -0.321 1.642
O -0.489 0.734 2.214
P -2.183 -0.534 0.613
C -2.652 -2.197 1.250
O -1.611 -0.863 -0.906
H -0.758 -4.813 1.434
H 0.781 -5.666 1.167
H -0.059 -5.791 2.737
H 2.410 -2.763 1.975
H 1.972 -3.896 0.680
H -0.191 -2.699 0.430
H 1.257 -1.971 -1.236
H 1.100 -0.419 -0.384
H 2.507 -1.446 -0.107
H -2.298 -2.301 2.279
H -2.273 -3.027 0.650
H -3.745 -2.248 1.259
H -1.396 -1.790 -1.060
O 0.470 5.368 -4.486
N 0.657 5.743 -3.346
O 1.063 6.846 -3.041
C 0.375 4.792 -2.258
C -0.060 3.520 -2.579
C -0.314 2.626 -1.551
C -0.133 3.012 -0.228
C 0.300 4.297 0.070
C 0.559 5.200 -0.949
H -0.199 3.235 -3.611
H -0.660 1.626 -1.782
H -0.329 2.307 0.569
H 0.438 4.597 1.100
H 0.898 6.202 -0.733



Molecular formula: C12H18O13Rb5S
Method: DFT, ωB97M-V/def2-TZVPD

The net charge is +3. The energy above the lowest of the compared OMol25 structures with the same formula, charge and spin comes out at 0.0 kcal per mole. For the total energy, the calculation gives -53447.7621 eV.

Cartesian coordinates (Å):
Rb -0.722 -2.756 2.143
Rb -4.297 -0.905 -2.204
Rb -4.060 -3.902 0.223
Rb -0.697 -4.312 -2.174
Rb -1.086 0.149 -3.822
S -0.942 -1.073 -0.623
O -0.397 -0.605 0.640
O 0.016 -1.499 -1.667
O -1.840 -2.246 -0.430
O -1.814 -0.048 -1.258
C 2.685 2.865 -0.523
C 1.218 3.189 -0.672
C 0.363 2.507 0.420
O -0.269 3.564 1.113
C 0.199 4.761 0.656
O -0.065 5.805 1.122
O 0.964 4.574 -0.452
H 3.100 3.293 0.384
H 3.272 3.179 -1.389
H 2.803 1.774 -0.574
H 0.831 2.907 -1.654
H 0.962 1.870 1.073
H -0.420 1.860 0.019
C -3.620 2.488 1.843
C -3.106 1.090 1.644
C -2.592 0.417 2.936
O -3.475 -0.727 3.116
C -4.210 -0.887 2.022
O -4.850 -1.885 1.795
O -4.153 0.168 1.214
H -4.174 2.630 2.770
H -4.284 2.780 1.023
H -2.807 3.214 1.807
H -2.308 1.050 0.910
H -2.627 1.018 3.838
H -1.606 -0.039 2.838
C 3.064 -2.504 0.236
C 3.085 -2.348 -1.265
C 4.445 -2.579 -1.957
O 4.115 -3.362 -3.103
C 2.883 -3.838 -2.991
O 2.310 -4.500 -3.798
O 2.250 -3.371 -1.879
H 2.048 -2.325 0.592
H 3.751 -1.831 0.745
H 3.363 -3.528 0.477
H 2.677 -1.386 -1.577
H 5.162 -3.067 -1.300
H 4.857 -1.630 -2.287



Molecular formula: C12H18O2
Method: DFT, ωB97M-V/def2-TZVPD

The energy above the lowest of the compared OMol25 structures with the same formula, charge and spin comes out at 217.3 kcal per mole. For the total energy, the calculation gives -16821.2993 eV.

Cartesian coordinates (Å):
C 0.009 2.611 -1.957
C -0.349 1.462 -2.856
C -0.378 0.128 -2.173
C 0.883 -1.301 -0.942
C 1.264 -2.564 -1.288
C 1.402 -3.731 -0.464
C 0.958 -3.600 0.927
C 0.038 -2.469 1.221
C 0.329 -1.290 0.441
C 0.185 0.730 1.474
C -0.820 1.806 1.940
C -1.364 1.309 3.243
H -0.432 2.569 -0.967
H -0.512 3.440 -2.680
H 1.115 2.614 -1.786
H -1.250 1.482 -3.404
H 0.230 1.201 -3.745
H -1.127 0.657 -1.506
H -0.425 -0.776 -2.794
H 1.666 -2.679 -2.373
H 1.991 -4.501 -0.596
H 0.932 -4.485 1.499
H -0.466 -2.294 2.153
H 1.435 1.195 1.111
H 0.645 0.237 2.518
H -1.854 2.081 1.191
H -0.322 2.793 1.869
H -2.016 1.963 3.994
H -1.895 0.249 3.323
H -0.146 1.183 3.696
O 0.877 -0.002 -1.528
O -0.603 -0.016 0.458